Here is 2 unconnected molecules or ions with the total composition C4H12NO2 from the OMol25 dataset. Energies are from ωB97M-V with the def2-TZVPD basis set.

Each line ends with the Löwdin charge.
Cartesian coordinates (Å):
O (-2.15, -0.73, -0.96)  0.098
O (-0.61, 1.76, 2.00)  -0.029
N (0.15, 0.34, -0.24)  0.026
C (1.40, 0.55, -1.04)  -0.160
C (-0.13, -1.05, 0.21)  -0.083
C (2.60, -0.11, -0.39)  -0.059
C (-1.54, -1.42, -0.19)  -0.186
H (2.45, 0.02, 0.69)  0.091
H (0.05, -1.23, 1.26)  0.144
H (2.72, -1.17, -0.58)  0.082
H (3.53, 0.40, -0.59)  0.084
H (-0.57, 2.72, 2.13)  0.085
H (1.54, 1.62, -1.16)  0.133
H (1.19, 0.17, -2.04)  0.137
H (0.02, 1.00, 0.56)  0.118
H (0.52, -1.73, -0.35)  0.139
H (-1.96, -2.33, 0.25)  0.147
H (-0.69, 0.48, -0.86)  0.153
H (-0.85, 1.38, 2.85)  0.080

Properties
Gap between HOMO and LUMO, eV: 11.8
Highest occupied orbital energy, eV: -15.0
Net charge: +1

Here is a single C5H9NOS molecule from the OMol25 dataset. Energies are from ωB97M-V with the def2-TZVPD basis set.

Each line ends with the Löwdin charge.
Cartesian coordinates (Å):
S (1.89, -1.36, 0.01)  0.580
O (1.19, 1.24, 0.31)  -0.173
N (-0.56, -0.17, -0.08)  -0.156
C (-2.61, -0.46, -0.08)  -0.104
C (-1.68, 0.70, 0.35)  -0.096
C (0.63, 2.41, -0.31)  -0.092
C (0.75, -0.08, -0.02)  -0.791
C (-1.34, -1.34, -0.20)  -0.176
H (1.46, 3.19, -0.47)  0.117
H (-3.23, -0.15, -0.88)  0.088
H (0.15, 2.20, -1.21)  0.065
H (-0.04, 2.86, 0.47)  0.093
H (-1.69, 1.64, -0.20)  0.091
H (-3.32, -0.93, 0.66)  0.118
H (-1.08, -1.92, -1.10)  0.120
H (-1.44, 0.87, 1.48)  0.164
H (-1.15, -2.08, 0.70)  0.153

Properties
Gap between HOMO and LUMO, eV: 8.9
Highest occupied orbital energy, eV: -8.2
SMILES: COC(=S)N1CCC1

Here is a gas-phase ion, C3H8FN3 (charge +2) from the OMol25 dataset. Energies are from ωB97M-V with the def2-TZVPD basis set.

Each line ends with the Löwdin charge.
Cartesian coordinates (Å):
F (0.16, -1.73, 1.67)  0.290
N (-1.53, -0.65, -1.73)  0.254
N (1.21, 0.29, 2.10)  0.351
N (-0.07, -0.06, -0.05)  -0.011
C (-1.04, -0.86, -0.52)  -0.033
C (0.56, 1.02, -0.66)  -0.026
C (0.51, -0.53, 1.42)  -0.144
H (1.69, 1.07, -0.48)  0.152
H (-1.59, -1.72, 0.01)  0.220
H (1.67, -0.01, 2.94)  0.175
H (0.32, 0.94, -1.66)  0.067
H (1.51, 1.28, 1.73)  0.239
H (-2.29, -1.18, -2.02)  0.130
H (0.12, 2.03, -0.38)  0.160
H (-1.22, 0.11, -2.38)  0.178

Properties
Gap between HOMO and LUMO, eV: 10.6
Highest occupied orbital energy, eV: -20.2
Net charge: +2
SMILES: CN(C=[NH2+])C(=[NH2+])F

Here is a molecular structure, C22H31ClO2PbSbSe4Si from the OMol25 dataset. Energies are from ωB97M-V with the def2-TZVPD basis set.

Each line ends with the Löwdin charge.
Cartesian coordinates (Å):
Pb (-0.63, 0.72, 0.92)  1.208
Sb (-1.97, 4.42, -2.47)  0.089
Se (-3.72, 3.45, -3.98)  -0.099
Se (-4.03, 5.79, -2.58)  -0.160
Se (0.51, 3.82, -4.27)  -0.449
Se (-0.75, 5.69, -4.52)  -0.317
Cl (-7.85, -0.20, 2.45)  0.684
Si (1.16, -0.97, -0.41)  0.574
O (-2.61, 0.20, 0.00)  -0.306
O (-1.54, -0.74, 2.53)  -0.254
C (-0.61, -1.97, -2.44)  -0.113
C (-3.75, -0.18, 0.52)  -0.311
C (1.58, -2.49, 0.68)  -0.662
C (1.83, -1.97, -3.08)  -0.096
C (0.32, -3.28, 1.14)  -0.121
C (0.72, -1.21, -2.26)  -0.671
C (-2.80, -0.69, 2.80)  -0.193
C (-5.19, -0.63, 2.54)  -0.052
C (2.89, 2.29, 2.83)  -0.131
C (0.59, 0.08, -3.02)  -0.144
C (2.33, -2.10, 2.01)  -0.110
C (2.49, -3.49, -0.08)  -0.131
C (-3.90, -0.52, 1.96)  -0.146
C (3.80, 3.95, 1.27)  -0.086
C (-6.18, -0.43, 0.34)  -0.067
C (-6.33, -0.40, 1.75)  -0.729
C (1.42, 3.71, 1.55)  -0.113
C (2.83, -0.07, -0.35)  -0.215
C (4.02, 2.91, 2.25)  -0.084
C (1.59, 2.69, 2.52)  -0.184
C (2.51, 4.27, 0.89)  -0.101
C (-4.92, -0.23, -0.28)  0.021
H (5.06, 2.56, 2.46)  0.102
H (-4.78, -0.47, -1.32)  0.115
H (2.19, -2.90, -2.61)  0.041
H (3.64, -0.76, -0.51)  0.016
H (3.49, -3.17, -0.50)  0.089
H (-7.07, -0.48, -0.21)  0.086
H (4.61, 4.34, 0.59)  0.117
H (0.74, 2.32, 3.10)  0.069
H (-5.37, -0.79, 3.64)  0.128
H (1.92, -3.98, -0.91)  0.074
H (-0.84, -2.05, -3.54)  0.091
H (-0.28, 0.59, -2.62)  0.063
H (-1.51, -1.49, -1.94)  0.080
H (-3.09, -0.77, 3.84)  0.120
H (-0.66, -2.96, -1.98)  0.057
H (1.45, -2.18, -4.08)  0.071
H (0.44, 4.14, 1.30)  0.100
H (3.33, -1.60, 1.77)  0.086
H (2.74, -4.33, 0.60)  0.074
H (2.97, 1.41, 3.52)  0.111
H (-0.14, -2.91, 2.09)  0.072
H (0.32, -0.19, -4.08)  0.101
H (3.01, 0.75, -1.06)  0.035
H (2.37, 4.91, 0.06)  0.094
H (2.45, -3.06, 2.55)  0.075
H (1.75, -1.36, 2.66)  0.085
H (1.52, 0.68, -3.13)  0.086
H (3.08, 0.38, 0.61)  0.001
H (-0.52, -3.35, 0.41)  0.073
H (2.75, -1.35, -3.23)  0.087
H (0.62, -4.33, 1.30)  0.070

Properties
Gap between HOMO and LUMO, eV: 4.1
Highest occupied orbital energy, eV: -3.1
Net charge: -1

Here is a molecular structure, C5H12Si from the OMol25 dataset. Energies are from ωB97M-V with the def2-TZVPD basis set.

Each line ends with the Löwdin charge.
Cartesian coordinates (Å):
Si (1.47, -0.88, 0.15)  0.726
C (-0.84, -0.42, 0.15)  -0.315
C (2.12, 0.29, -1.25)  -0.326
C (-1.67, -1.52, -0.45)  -0.159
C (-0.65, 1.84, 1.41)  -0.069
C (-1.33, 0.71, 0.60)  -0.233
H (1.30, 0.47, -2.09)  0.063
H (-1.41, -1.73, -1.53)  0.086
H (-1.51, -2.48, 0.06)  0.063
H (-1.30, 1.98, 2.27)  0.075
H (2.86, -0.27, -1.80)  -0.030
H (1.96, -2.29, -0.28)  -0.054
H (2.70, 1.25, -1.10)  0.034
H (-0.69, 2.65, 0.68)  0.072
H (1.75, -0.48, 1.59)  -0.074
H (0.30, 1.39, 1.49)  0.008
H (-2.38, 0.72, 0.44)  0.083
H (-2.69, -1.22, -0.34)  0.051

Properties
Gap between HOMO and LUMO, eV: 9.7
Highest occupied orbital energy, eV: -8.9

Here is a single C5H10O2 molecule from the OMol25 dataset. Energies are from ωB97M-V with the def2-TZVPD basis set.

Each line ends with the Löwdin charge.
Cartesian coordinates (Å):
O (-0.03, -2.10, 0.09)  -0.023
O (0.26, 1.45, 0.61)  -0.102
C (1.60, 0.03, -0.83)  -0.036
C (-0.98, 1.31, -0.07)  -0.197
C (0.91, 0.19, 0.51)  -0.338
C (-0.22, -0.86, 0.73)  -0.322
C (-1.50, -0.08, 0.34)  -0.085
H (1.65, 0.15, 1.31)  0.150
H (2.25, -0.85, -0.86)  0.089
H (-0.86, 1.41, -1.15)  0.115
H (0.88, -0.04, -1.64)  0.080
H (-0.26, -1.11, 1.78)  0.146
H (-2.15, 0.01, 1.21)  0.113
H (2.21, 0.92, -1.01)  0.089
H (-1.62, 2.12, 0.28)  0.119
H (-2.08, -0.58, -0.44)  0.120
H (-0.05, -1.97, -0.86)  0.083

Properties
Gap between HOMO and LUMO, eV: 10.7
Highest occupied orbital energy, eV: -9.8
SMILES: C[C@H]1OCC[C@H]1O

Here is a single C6H12 molecule from the OMol25 dataset. Energies are from ωB97M-V with the def2-TZVPD basis set.

Each line ends with the Löwdin charge.
Cartesian coordinates (Å):
C (0.22, -1.12, 1.78)  -0.085
C (0.19, -0.96, -0.74)  -0.189
C (-0.40, 1.12, 0.51)  -0.160
C (-0.05, 0.19, -1.70)  -0.216
C (-0.46, -0.46, 0.57)  -0.359
C (0.27, 1.42, -0.84)  -0.207
H (-1.54, -0.58, 0.56)  0.121
H (0.54, 0.14, -2.62)  0.106
H (-1.41, 1.58, 0.52)  0.107
H (-0.27, -0.87, 2.73)  0.070
H (1.27, -1.09, -0.58)  0.115
H (-0.06, 2.35, -1.31)  0.103
H (0.11, 1.54, 1.38)  0.102
H (1.35, 1.48, -0.68)  0.108
H (-1.12, 0.19, -1.98)  0.114
H (0.27, -2.22, 1.72)  0.077
H (1.26, -0.77, 1.83)  0.078
H (-0.17, -1.92, -1.13)  0.114

Properties
Gap between HOMO and LUMO, eV: 11.9
Highest occupied orbital energy, eV: -10.6
SMILES: CC1CCCC1

Here is a molecular structure, C18H26Br2ClNO7PS2 from the OMol25 dataset. Energies are from ωB97M-V with the def2-TZVPD basis set.

Each line ends with the Löwdin charge.
Cartesian coordinates (Å):
Br (3.10, 4.65, 3.94)  0.657
Br (1.51, 3.54, 6.41)  0.638
Cl (0.87, 4.57, 1.31)  0.133
S (0.57, -0.99, -0.59)  0.674
S (0.33, -2.74, -5.83)  0.666
P (-0.12, 3.82, 3.00)  0.558
O (-0.05, 5.11, 3.99)  -0.390
O (3.59, 1.62, 3.43)  -0.075
O (3.31, 1.32, 5.66)  -0.082
O (-0.32, -2.12, -0.75)  -0.333
O (0.20, 0.12, 0.26)  -0.324
O (1.11, -3.94, -5.69)  -0.319
O (0.76, -1.50, -5.23)  -0.320
N (1.01, 2.75, 3.67)  -0.356
C (2.54, -0.61, -2.34)  -0.209
C (-2.21, -2.35, -6.38)  -0.219
C (0.43, 1.41, 3.99)  -0.159
C (-3.53, 0.99, 5.66)  -0.105
C (-2.09, 1.11, 3.71)  -0.239
C (-1.92, 0.99, 2.22)  -0.073
C (2.09, 3.09, 4.54)  -1.072
C (1.04, -0.38, -2.21)  -0.222
C (-0.98, 1.30, 4.56)  -0.184
C (-2.43, 1.16, 6.49)  -0.095
C (-3.34, 0.96, 4.28)  -0.065
C (-1.17, 1.31, 5.93)  -0.062
C (-1.55, -2.67, -7.73)  -0.216
C (-1.36, -3.05, -5.32)  -0.223
C (2.19, -1.58, -0.13)  -0.219
C (3.14, 1.87, 4.57)  -0.847
C (2.89, -1.82, -1.46)  -0.217
C (-0.04, -2.44, -7.57)  -0.219
H (-1.50, -2.67, -4.31)  0.110
H (1.12, 0.90, 4.65)  0.118
H (3.09, 0.27, -1.99)  0.120
H (0.48, -0.95, -2.95)  0.066
H (-1.74, -3.71, -7.98)  0.115
H (3.97, -1.93, -1.33)  0.114
H (-1.64, 1.93, 1.76)  0.040
H (2.08, -2.48, 0.48)  0.107
H (-0.31, 1.42, 6.58)  0.066
H (0.77, 0.67, -2.28)  0.106
H (-2.54, 1.16, 7.57)  0.095
H (2.68, -0.80, 0.45)  0.116
H (-2.87, 0.68, 1.77)  0.077
H (2.82, -0.78, -3.38)  0.104
H (-2.19, -1.27, -6.21)  0.120
H (-1.95, -2.06, -8.53)  0.112
H (0.42, 0.84, 3.06)  0.108
H (2.52, -2.74, -1.92)  0.116
H (0.56, -3.13, -8.16)  0.100
H (0.24, -1.42, -7.79)  0.103
H (-4.52, 0.85, 6.09)  0.091
H (-4.20, 0.80, 3.64)  0.100
H (-0.94, 5.46, 4.08)  0.043
H (-1.18, 0.24, 1.96)  0.048
H (-1.51, -4.13, -5.34)  0.109
H (-3.24, -2.68, -6.34)  0.115

Properties
Gap between HOMO and LUMO, eV: 6.6
Highest occupied orbital energy, eV: -5.0
Net charge: -1

Please write out number 4 again, unchanged.
Here is a molecular structure, C22H31ClO2PbSbSe4Si from the OMol25 dataset. Energies are from ωB97M-V with the def2-TZVPD basis set.

Each line ends with the Löwdin charge.
Cartesian coordinates (Å):
Pb (-0.63, 0.72, 0.92)  1.208
Sb (-1.97, 4.42, -2.47)  0.089
Se (-3.72, 3.45, -3.98)  -0.099
Se (-4.03, 5.79, -2.58)  -0.160
Se (0.51, 3.82, -4.27)  -0.449
Se (-0.75, 5.69, -4.52)  -0.317
Cl (-7.85, -0.20, 2.45)  0.684
Si (1.16, -0.97, -0.41)  0.574
O (-2.61, 0.20, 0.00)  -0.306
O (-1.54, -0.74, 2.53)  -0.254
C (-0.61, -1.97, -2.44)  -0.113
C (-3.75, -0.18, 0.52)  -0.311
C (1.58, -2.49, 0.68)  -0.662
C (1.83, -1.97, -3.08)  -0.096
C (0.32, -3.28, 1.14)  -0.121
C (0.72, -1.21, -2.26)  -0.671
C (-2.80, -0.69, 2.80)  -0.193
C (-5.19, -0.63, 2.54)  -0.052
C (2.89, 2.29, 2.83)  -0.131
C (0.59, 0.08, -3.02)  -0.144
C (2.33, -2.10, 2.01)  -0.110
C (2.49, -3.49, -0.08)  -0.131
C (-3.90, -0.52, 1.96)  -0.146
C (3.80, 3.95, 1.27)  -0.086
C (-6.18, -0.43, 0.34)  -0.067
C (-6.33, -0.40, 1.75)  -0.729
C (1.42, 3.71, 1.55)  -0.113
C (2.83, -0.07, -0.35)  -0.215
C (4.02, 2.91, 2.25)  -0.084
C (1.59, 2.69, 2.52)  -0.184
C (2.51, 4.27, 0.89)  -0.101
C (-4.92, -0.23, -0.28)  0.021
H (5.06, 2.56, 2.46)  0.102
H (-4.78, -0.47, -1.32)  0.115
H (2.19, -2.90, -2.61)  0.041
H (3.64, -0.76, -0.51)  0.016
H (3.49, -3.17, -0.50)  0.089
H (-7.07, -0.48, -0.21)  0.086
H (4.61, 4.34, 0.59)  0.117
H (0.74, 2.32, 3.10)  0.069
H (-5.37, -0.79, 3.64)  0.128
H (1.92, -3.98, -0.91)  0.074
H (-0.84, -2.05, -3.54)  0.091
H (-0.28, 0.59, -2.62)  0.063
H (-1.51, -1.49, -1.94)  0.080
H (-3.09, -0.77, 3.84)  0.120
H (-0.66, -2.96, -1.98)  0.057
H (1.45, -2.18, -4.08)  0.071
H (0.44, 4.14, 1.30)  0.100
H (3.33, -1.60, 1.77)  0.086
H (2.74, -4.33, 0.60)  0.074
H (2.97, 1.41, 3.52)  0.111
H (-0.14, -2.91, 2.09)  0.072
H (0.32, -0.19, -4.08)  0.101
H (3.01, 0.75, -1.06)  0.035
H (2.37, 4.91, 0.06)  0.094
H (2.45, -3.06, 2.55)  0.075
H (1.75, -1.36, 2.66)  0.085
H (1.52, 0.68, -3.13)  0.086
H (3.08, 0.38, 0.61)  0.001
H (-0.52, -3.35, 0.41)  0.073
H (2.75, -1.35, -3.23)  0.087
H (0.62, -4.33, 1.30)  0.070

Properties
Gap between HOMO and LUMO, eV: 4.1
Highest occupied orbital energy, eV: -3.1
Net charge: -1